No. 1
Density functional theory data (ωB97M-V/def2-TZVPD) for a structure of composition C16H31N2O2PSiTc.

LUMO energy (spin up / spin down)	-11.20 / -15.25	eV
net charge	+3
energy relative to the best compared isomer or geometry (same formula, charge and spin)	52.3	kcal per mole
2S+1	5
orbital gap (spin up / spin down)	0.256 / 0.107	Ha
expectation value of S²	6.047

```
54
Properties=species:S:1:pos:R:3:forces:R:3
Tc -0.913 -0.211 0.378 -1.63 4.42 -2.77
P -0.737 -2.405 -0.174 -0.65 -4.09 -0.69
Si 2.299 0.512 1.990 1.59 0.90 1.74
O -2.888 0.576 0.638 0.91 -3.36 -0.64
O -1.506 -0.853 3.350 1.28 0.99 -5.66
N -0.959 -0.160 -1.911 -0.13 -0.68 0.77
N -1.062 2.127 -0.250 0.43 -1.42 -0.59
C -2.063 -3.427 0.552 -0.29 0.37 0.29
C -0.990 -2.653 -2.046 1.64 1.46 0.54
C -1.231 -0.634 2.232 -1.44 -1.45 7.99
C 1.144 -0.152 0.589 0.44 -0.80 -0.70
C 0.223 2.818 -0.323 0.22 0.30 0.01
C -1.154 1.029 -2.515 -0.67 -0.16 2.72
C -1.672 2.134 -1.611 0.75 0.00 0.33
C -0.630 -1.169 -4.029 0.44 0.54 -2.29
C -1.063 1.177 -3.897 -0.40 -0.28 -1.54
C -1.932 2.751 0.765 -0.53 0.50 0.01
C 2.872 2.301 1.745 -0.42 -0.10 -0.42
C 3.892 -0.495 2.122 -0.39 -0.38 -0.60
C -0.841 -1.283 -2.660 -0.44 -0.12 1.64
C 1.477 0.432 3.669 -0.45 -0.22 -0.24
C -0.760 0.057 -4.670 -0.09 0.59 -0.14
C 0.695 -3.456 0.208 0.50 0.33 0.02
H 0.957 -3.358 1.265 -0.07 0.08 0.01
H 4.479 -0.467 1.194 -0.06 -0.02 0.15
H -0.160 -3.296 -2.404 -0.02 0.35 0.09
H -0.338 -2.055 -4.575 -0.15 -0.07 -0.23
H 2.181 0.753 4.450 -0.10 -0.06 -0.28
H -1.505 2.544 1.763 -0.11 0.41 -0.41
H 0.000 3.850 -0.634 0.51 -0.11 0.13
H -0.667 0.169 -5.745 0.09 -0.21 0.03
H 0.684 2.801 0.672 -0.01 0.12 -0.50
H 1.584 0.312 -0.326 -0.45 -0.01 0.24
H 0.449 -4.505 0.034 -0.15 0.12 -0.16
H -2.058 3.825 0.570 0.27 -0.17 0.17
H 1.159 -0.588 3.912 0.06 0.10 0.15
H -1.484 3.101 -2.080 -0.15 0.14 -0.12
H 1.571 -3.190 -0.381 0.09 0.03 -0.02
H -1.704 -4.465 0.613 -0.23 0.32 -0.06
H 1.527 -1.200 0.545 -0.10 0.55 0.23
H -2.756 2.027 -1.488 -0.06 -0.15 -0.30
H -3.517 0.224 -0.015 -0.16 -0.28 0.38
H -2.885 2.195 0.694 0.51 1.45 0.39
H 0.859 2.322 -1.069 0.06 0.27 0.26
H -1.356 2.147 -4.287 0.37 -0.10 -0.41
H -1.842 -3.203 -2.464 -0.46 0.31 0.52
H 3.693 -1.548 2.357 0.09 0.09 -0.02
H 2.159 3.025 2.158 0.14 -0.05 -0.07
H 4.539 -0.104 2.921 -0.37 0.08 -0.16
H -2.960 -3.362 -0.077 0.08 -0.04 0.39
H 3.828 2.463 2.263 -0.29 -0.24 -0.09
H 0.601 1.088 3.726 0.05 -0.01 0.13
H 3.036 2.538 0.686 0.09 0.10 0.15
H -2.276 -3.059 1.569 -0.14 -0.35 -0.38
```
Forces are in eV/Å.

No. 2
Density functional theory data (ωB97M-V/def2-TZVPD) for a cluster of 2 separate species, C5H9N3 in total.

LUMO energy (spin up / spin down)	-0.17 / -0.17	eV
energy relative to the best compared isomer or geometry (same formula, charge and spin)	135.6	kcal per mole
structure (SMILES)	C=CN=C.CN=C=N
orbital gap (spin up / spin down)	0.292 / 0.292	Ha

```
17
Properties=species:S:1:pos:R:3:forces:R:3
N -2.543 0.460 0.674 -0.08 1.76 0.85
N 1.137 -0.010 -0.224 -0.17 0.18 1.24
N -0.965 -0.756 -0.569 -2.12 2.83 1.62
C 2.130 -0.479 0.424 -0.60 1.25 -0.59
C 0.348 2.254 -0.773 -1.27 -1.59 1.20
C -1.430 0.119 0.239 -0.80 -5.41 -3.51
C 0.532 1.295 0.186 4.63 1.16 -1.70
C -0.805 -2.165 -0.393 0.67 0.27 0.55
H 2.349 -1.538 0.359 0.36 -0.07 -0.58
H -2.586 1.312 1.218 0.08 0.05 0.34
H 0.420 3.301 -0.527 -0.38 0.11 0.11
H 0.051 -2.327 0.275 -0.16 -0.40 -0.08
H -1.701 -2.603 0.055 0.00 -0.03 0.00
H 0.973 1.674 1.116 -0.54 -0.27 0.24
H -0.591 -2.630 -1.357 -0.04 0.06 0.10
H 2.820 0.152 0.984 -0.25 -0.04 0.79
H -0.138 1.942 -1.687 0.67 0.13 -0.58
```
Forces are in eV/Å.

No. 3
Density functional theory data (ωB97M-V/def2-TZVPD) for the molecule C3H8N2O.

LUMO energy	0.65	eV
energy relative to the best compared isomer or geometry (same formula, charge and spin)	125.9	kcal per mole
structure (SMILES)	C[C@@H]1[C@H](N)[N@H+]1[O-]
orbital gap	0.303	Ha

```
14
Properties=species:S:1:pos:R:3:forces:R:3
O -0.090 -1.041 -2.322 -0.30 -1.66 -1.42
N 0.539 1.786 -0.241 -1.25 -0.18 4.06
N -0.348 -0.503 -1.205 -1.06 2.98 2.22
C -0.442 -0.686 1.347 -0.20 -0.55 2.11
C 0.810 0.496 -0.712 -1.92 -0.15 0.26
C 0.412 -0.731 0.075 -0.48 -1.58 0.20
H 1.007 -1.673 0.105 -0.08 1.09 -0.62
H -0.753 -1.699 1.831 1.06 1.25 -1.41
H 0.053 1.684 0.708 1.11 0.46 -1.58
H 1.614 0.525 -1.421 0.08 -0.96 -0.38
H -1.446 -0.216 1.310 0.76 0.37 -0.46
H 0.150 -0.204 2.183 -0.68 -0.23 -0.87
H -1.425 -0.141 -0.931 3.04 -0.86 -0.98
H -0.081 2.402 -0.726 -0.07 0.01 -1.13
```
Forces are in eV/Å.

No. 4
Density functional theory data (ωB97M-V/def2-TZVPD) for the molecule C3H7N5.

LUMO energy	0.72	eV
energy relative to the best compared isomer or geometry (same formula, charge and spin)	134.8	kcal per mole
structure (SMILES)	C/N=c1/[nH]ncn1N
orbital gap	0.325	Ha

```
15
Properties=species:S:1:pos:R:3:forces:R:3
N -0.383 1.800 -0.191 -5.67 0.47 -0.26
N 2.243 -0.388 -0.021 -1.98 0.95 1.35
N 1.155 -1.325 -0.205 -1.21 -2.93 2.67
N -1.344 -1.008 -0.101 3.23 0.04 0.67
N 0.279 0.706 0.171 5.66 -2.77 -0.09
C -2.604 -0.181 0.120 -0.73 -4.20 -0.16
C 1.635 0.779 0.216 2.47 -3.79 -1.75
C -0.071 -0.641 0.008 -3.68 0.58 -0.78
H -2.605 0.805 -0.461 -0.80 -1.64 1.04
H 2.272 1.638 0.206 -0.37 0.69 0.28
H -0.890 1.660 -1.173 1.66 0.15 2.22
H -1.121 1.469 0.498 -0.76 3.02 -1.28
H -3.274 -1.182 -0.343 0.77 3.97 1.03
H 1.177 -2.450 0.361 0.31 4.89 -2.38
H -2.965 -0.180 1.268 1.11 0.57 -2.55
```
Forces are in eV/Å.

No. 5
Density functional theory data (ωB97M-V/def2-TZVPD) for a structure of composition C24H38GeN4O2PtSSi.

LUMO energy	-1.48	eV
energy relative to the best compared isomer or geometry (same formula, charge and spin)	72.0	kcal per mole
orbital gap	0.240	Ha

```
72
Properties=species:S:1:pos:R:3:forces:R:3
Pt -0.053 0.438 0.114 1.79 1.19 0.73
Ge -3.589 0.502 0.312 -0.26 0.27 0.02
S 1.599 2.334 1.157 -1.84 -1.35 -1.26
Si -0.116 1.922 -1.758 -0.47 0.17 -0.90
O 1.301 -0.645 -1.240 -1.42 0.04 0.80
O 3.312 0.264 -0.927 0.10 0.11 0.15
N 0.855 0.564 3.037 0.21 -0.59 2.86
N -0.731 -1.771 0.239 0.42 1.02 0.72
N 1.571 2.624 3.782 0.21 -0.43 -0.53
N 0.453 -0.265 2.109 -0.66 -3.24 -0.95
C 0.188 -1.552 2.410 1.70 4.01 2.18
C 4.414 -1.187 -4.724 0.07 -0.02 -0.11
C 1.769 2.197 5.147 0.17 -0.19 0.44
C 0.497 -2.028 3.797 -0.15 -0.12 -0.13
C -4.209 -1.185 1.168 0.28 0.46 -0.25
C -3.821 0.311 -1.657 0.13 0.05 0.68
C -0.518 -3.780 1.530 0.37 1.33 0.50
C -0.485 0.951 -3.388 0.15 0.57 0.83
C 2.127 -2.060 -3.425 0.12 0.06 -0.05
C 3.607 -2.147 -5.311 0.01 -0.07 -0.05
C -1.379 3.356 -1.468 0.51 -0.84 -0.07
C -0.928 -4.515 0.455 -0.40 0.13 -1.29
C -1.813 1.112 0.991 0.28 0.06 -0.13
C -1.214 -3.868 -0.760 0.17 -0.31 0.84
C 1.538 2.849 -2.051 -0.48 -0.64 0.33
C 2.510 -0.426 -1.540 1.35 0.10 -0.48
C 2.471 -2.591 -4.655 -0.06 -0.13 -0.06
C -0.359 -2.370 1.415 -1.14 -1.40 -2.59
C -1.111 -2.491 -0.793 -0.33 -0.28 -0.71
C 1.319 1.745 2.775 -0.44 0.48 -1.26
C 3.235 1.893 5.451 -0.21 0.02 -0.10
C -4.871 1.891 0.960 0.41 -0.42 -0.20
C 4.080 -0.656 -3.490 -0.03 -0.06 -0.01
C 2.929 -1.086 -2.844 -0.13 0.15 0.24
H 3.349 1.577 6.484 0.04 -0.02 0.09
H -3.594 -2.036 0.900 0.14 -0.19 -0.07
H -0.810 1.656 -4.148 -0.08 0.14 -0.20
H -0.290 -4.274 2.459 0.08 0.03 0.13
H 1.403 2.986 5.808 -0.05 -0.08 -0.04
H 1.292 -1.420 4.221 -0.02 -0.03 -0.03
H -1.363 -1.937 -1.689 0.09 -0.02 0.00
H -5.229 -1.386 0.849 -0.10 0.00 -0.05
H -3.500 1.195 -2.196 0.09 0.15 -0.05
H 0.420 0.463 -3.735 0.19 -0.06 0.01
H -4.875 0.145 -1.865 -0.14 -0.03 0.02
H 3.596 1.100 4.798 0.04 -0.07 -0.03
H -1.779 0.782 2.034 -0.07 0.11 0.02
H 2.394 2.200 -1.904 0.16 -0.15 -0.01
H 2.070 3.458 3.506 -0.17 -0.03 -0.11
H 4.698 0.100 -3.029 -0.03 0.03 0.11
H -2.372 3.030 -1.188 -0.27 -0.13 0.03
H 1.236 -2.385 -2.908 -0.05 0.01 0.02
H -1.521 -4.422 -1.631 -0.06 -0.01 -0.10
H 1.574 3.234 -3.066 -0.14 0.06 -0.22
H 5.304 -0.857 -5.242 0.08 0.09 0.00
H -1.027 -5.588 0.523 0.02 -0.04 0.07
H 3.854 2.774 5.290 0.06 0.06 0.02
H -1.456 3.922 -2.389 -0.01 0.18 -0.30
H -1.805 2.204 0.994 -0.11 -0.07 0.03
H -1.251 0.192 -3.280 -0.22 -0.14 0.09
H 0.800 -3.070 3.800 0.03 -0.13 0.06
H 1.162 1.304 5.293 -0.03 0.12 0.06
H -5.884 1.658 0.646 -0.15 -0.08 -0.07
H -1.018 4.028 -0.695 0.15 0.06 0.17
H -4.617 2.880 0.595 0.09 0.15 -0.11
H -0.381 -1.919 4.436 -0.03 -0.04 0.08
H -3.265 -0.540 -2.029 0.13 -0.18 -0.11
H 1.852 -3.351 -5.109 -0.07 -0.07 -0.05
H -4.206 -1.084 2.250 0.02 0.04 0.14
H 1.651 3.682 -1.364 -0.08 0.19 0.11
H -4.851 1.919 2.046 0.02 -0.01 0.18
H 3.861 -2.553 -6.280 0.04 -0.03 -0.06
```
Forces are in eV/Å.

No. 6
Density functional theory data (ωB97M-V/def2-TZVPD) for a cluster of 2 separate species, C3H8O2 in total.

LUMO energy	0.53	eV
energy relative to the best compared isomer or geometry (same formula, charge and spin)	34.9	kcal per mole
structure (SMILES)	CCC=O.O
orbital gap	0.389	Ha

```
13
Properties=species:S:1:pos:R:3:forces:R:3
O 0.766 1.206 -0.254 2.16 -3.79 -1.69
O -1.934 1.254 0.090 0.55 -0.22 -1.07
C 1.254 0.077 -0.573 0.45 3.78 1.68
C 0.518 -1.188 -0.371 0.48 -1.43 -3.07
C -0.107 -1.431 0.947 0.27 -1.68 1.33
H -2.237 2.013 0.596 0.41 0.16 -0.32
H -0.235 -1.238 -1.228 0.62 0.08 1.04
H 2.393 -0.020 -0.870 -1.95 0.44 0.18
H 1.192 -2.079 -0.589 -0.43 1.34 0.01
H -1.153 1.483 -0.497 -1.29 0.00 1.61
H 0.413 -0.962 1.772 0.32 0.41 0.06
H -1.130 -1.086 1.007 -0.25 -0.42 0.02
H 0.114 -2.540 1.108 -1.33 1.32 0.21
```
Forces are in eV/Å.

> energy relative to the best compared isomer or geometry (same formula, charge and spin) of number 5 (C24H38GeN4O2PtSSi)?

72.0 kcal per mole

> The highest energy relative to the best compared isomer or geometry (same formula, charge and spin) belongs to which entry?

C5H9N3

> What is the formula in the first record?

C16H31N2O2PSiTc

> What is the energy relative to the best compared isomer or geometry (same formula, charge and spin) in the sixth record?

34.9 kcal per mole